{"formula": "C4H4Br2O", "method": "ωB97M-V with the def2-TZVPD basis set", "de_lowest_kj_mol": 5.54, "homo_ev": -9.986, "symbols": ["C", "C", "C", "C", "O", "Br", "Br", "H", "H", "H", "H"], "xyz": [[-1.194, 0.029, -0.017], [-0.124, -0.091, -1.062], [-0.235, 0.150, 1.129], [0.897, 0.096, 0.081], [-2.402, 0.007, -0.106], [2.032, 1.656, -0.044], [2.025, -1.565, -0.039], [-0.364, -1.043, -1.457], [-0.056, 0.508, -2.007], [-0.184, 1.022, 1.804], [-0.395, -0.769, 1.718]]}

{"formula": "C4H4Br4", "method": "ωB97M-V with the def2-TZVPD basis set", "de_lowest_kj_mol": 329.89, "homo_ev": [-8.743, -8.600], "symbols": ["C", "C", "C", "C", "Br", "Br", "Br", "Br", "H", "H", "H", "H"], "xyz": [[0.377, -1.285, -0.027], [1.627, -1.505, -0.435], [-0.554, 1.637, 0.605], [-1.150, 0.793, -0.442], [-0.708, -2.580, 0.810], [2.715, -3.118, -0.048], [2.496, -0.303, -1.616], [-2.674, -0.033, -0.030], [0.544, 1.772, 0.501], [-0.567, 1.236, 1.661], [-1.112, 2.595, 0.579], [-0.994, 0.790, -1.558]]}

{"formula": "C4H4BrClN2", "method": "ωB97M-V with the def2-TZVPD basis set", "de_lowest_kj_mol": 256.92, "homo_ev": [-7.972, -7.973], "symbols": ["C", "C", "C", "C", "N", "N", "Cl", "Br", "H", "H", "H", "H"], "xyz": [[0.183, -1.427, -0.795], [1.548, -1.057, -0.710], [-1.068, 0.079, 0.631], [-1.727, 1.290, 0.962], [-0.685, -0.686, -0.192], [1.870, -0.045, 0.012], [-2.068, 2.389, -0.482], [3.639, 0.431, 0.147], [-0.156, -2.267, -1.375], [2.250, -1.683, -1.261], [-1.094, 1.871, 1.632], [-2.692, 1.105, 1.433]]}